# 1
C33H50BaBrN4OS | the ωB97M-V functional and the def2-TZVPD basis

Computed properties:
HOMO energy: -8.54 eV
orbital gap: 4.8 eV
charge: +1
LUMO: -3.760 eV

Cartesian coordinates (Å):
Ba 0.29130 1.16380 -0.29394
Br -4.61217 -4.66924 -1.95878
S 0.15396 0.56387 -3.43845
O 1.19420 0.85044 -2.33974
N -2.20832 0.85522 -1.16480
N 2.95392 2.96630 -0.38470
N -0.93518 3.40713 -0.83008
N 2.80088 4.26379 0.20879
C -2.32622 5.64548 -1.70118
C 2.28913 1.69655 3.00577
C 1.83964 -0.72154 1.54339
C -4.18427 -0.56999 -1.69330
C -0.41501 4.62781 -0.70430
C -0.22585 -1.26390 2.35846
C -2.86941 4.37414 -1.84348
C -2.74353 1.92826 -1.57761
C 0.85508 -1.15224 -5.40319
C 1.54333 -1.99961 1.06512
C -3.89518 -2.95085 -1.71187
C 1.69917 0.10635 -5.57700
C 1.66515 -0.01078 4.68716
C 2.41345 -2.87627 0.18588
C -2.14785 3.28055 -1.40147
C 1.14891 0.77181 3.47037
C 0.25246 -2.30891 1.54193
C 0.02306 1.70949 3.92639
C 0.43172 -1.16239 -3.93653
C -2.41292 -0.01079 2.57829
C -2.05220 -1.53715 -1.15885
C 2.13696 -2.56985 -1.29019
C -1.58511 -1.41069 4.50469
C 2.10681 -4.35494 0.43971
C -4.71021 -1.83702 -1.87250
C 3.89641 -2.61399 0.46535
C 0.85880 1.22261 -4.97094
C -1.07677 5.77488 -1.13012
C -1.63083 -1.27222 2.97472
C -2.84319 -0.40895 -1.35589
C 0.76287 -0.23042 2.36077
C -2.45793 -2.46750 2.48050
C -2.56773 -2.80915 -1.34599
H -4.84743 0.27943 -1.78842
H 4.52304 -3.33461 -0.06539
H -3.68683 1.92569 -2.12826
H 1.07067 -2.69978 -1.50009
H 2.15265 -4.58114 1.50544
H 3.60405 4.85565 0.01488
H 2.50775 -0.63861 4.39265
H 1.40147 2.12575 -4.69554
H 0.57386 4.69225 -0.25961
H 3.23734 1.17126 2.90816
H 1.99384 0.66524 5.48226
H 0.89044 -0.66323 5.08930
H -0.02126 -1.10751 -6.05313
H -0.32314 2.34673 3.10311
H 2.84656 3.07221 -1.38770
H -5.75377 -1.96164 -2.12435
H 4.10647 -2.69728 1.53232
H 3.88197 2.58112 -0.22676
H 2.43384 2.49604 3.73668
H 2.81913 -0.26430 1.51222
H -0.27898 -3.22441 1.32629
H -3.48741 -2.36795 2.83399
H 0.38724 2.36754 4.71885
H 2.06289 2.16456 2.03928
H -1.01789 -2.30188 4.77802
H -2.87509 6.51560 -2.03509
H 2.70130 -3.23155 -1.95631
H 1.93317 0.31271 -6.62029
H -1.94735 -3.67941 -1.18019
H 2.82695 -4.99149 -0.07932
H 4.19024 -1.61267 0.14153
H -2.59647 -1.51614 4.90693
H 1.40198 -2.06173 -5.64718
H 2.76277 4.12871 1.21351
H 1.23726 -1.48285 -3.27868
H -0.46648 -1.73903 -3.72180
H -0.61205 6.74225 -1.00373
H -0.83818 1.17795 4.32217
H -1.12374 -0.55800 4.99830
H 2.64048 0.01189 -5.03221
H -2.62529 -0.03464 1.50597
H -1.86619 0.90732 2.79794
H -3.84547 4.23361 -2.28873
H 0.01550 1.49108 -5.61008
H 2.42113 -1.53573 -1.50982
H 1.10922 -4.62175 0.08399
H -2.06826 -3.41208 2.86416
H -2.47756 -2.52033 1.39585
H -1.01946 -1.45546 -0.82522
H -3.37221 0.03053 3.10171

=====

# 2
C33H50Cl3GeNO3RbS3SeSi | the ωB97M-V functional and the def2-TZVPD basis

Computed properties:
HOMO energy: -2.39 eV
orbital gap: 5.7 eV
charge: -2
multiplicity: 2
LUMO: 3.344 eV

Cartesian coordinates (Å):
Rb 0.67009 0.28314 0.23198
Se 2.91645 -1.00019 -4.39899
Ge -0.62833 3.41775 1.45424
Cl -1.79301 1.34667 1.54474
Cl 0.00822 3.35226 3.63901
Cl -2.46068 4.72487 1.66732
S -1.03291 -3.05645 0.73583
S -0.03101 -1.23547 3.39670
S 1.77131 -4.47088 3.56122
Si -2.68236 0.12040 -2.42178
O 2.34807 1.87012 1.61462
O 4.51579 -0.86402 2.46339
O 2.46522 -0.79348 1.58080
N 1.12678 -1.36249 -6.78463
C -3.22658 1.99057 -2.50098
C 4.84906 2.94246 3.41433
C 3.52302 -0.29506 2.00395
C 4.02992 1.82883 3.28348
C 5.03353 2.48384 -1.39082
C 5.90664 1.22809 0.91392
C 3.61325 1.27928 1.93732
C -1.91157 -3.03614 2.32136
C 1.81568 -1.21899 -5.86816
C 0.68587 -3.52340 1.12079
C 4.54667 2.91570 5.79688
C 6.78641 1.46366 -0.12339
C -4.19292 2.37345 -1.37431
C -0.85584 0.54726 -4.60933
C -5.44965 -0.74205 -2.56597
C -4.35696 -0.87470 -0.32956
C 5.11098 3.47932 4.66474
C -1.73482 -1.79879 3.20773
C 4.57428 1.62877 0.81448
C 0.82387 -4.73354 2.04302
C 3.46388 1.27221 4.42584
C 3.71650 1.81133 5.67162
C 6.35206 2.08676 -1.28280
C 4.14746 2.26422 -0.34638
C 0.60082 -3.70377 4.71176
C -3.90577 2.34522 -3.82872
C -4.13394 -1.03942 -1.83488
C -1.80319 -0.50935 -4.02696
C -1.99845 2.89713 -2.32648
C -2.79082 -0.89671 -5.13590
C -3.81175 -2.52037 -2.06064
C 0.60305 -2.17669 4.79927
C -0.93054 -1.73412 -3.72162
H -6.21718 -1.44671 -2.23240
H -4.62208 -3.12249 -1.63843
H -2.22402 -1.20151 -6.01725
H -2.88843 -2.82199 -1.56415
H -5.34726 -0.85554 -3.64461
H -0.33052 0.11251 -5.46137
H -3.45794 -1.13781 0.22533
H -3.43353 -0.06558 -5.42406
H -2.96410 -3.11688 2.03955
H 1.63584 -1.83717 4.90442
H -2.31230 3.94358 -2.35696
H 3.12053 2.59599 -0.42966
H 7.81452 1.13995 -0.03350
H 7.03556 2.24417 -2.10703
H -3.78124 2.16419 -0.38977
H -1.68134 -3.95127 2.86817
H -1.38048 1.43671 -4.95475
H 6.22012 0.70015 1.80215
H -3.72872 -2.77627 -3.11623
H -2.23827 -0.95431 2.73487
H -0.13972 -1.49260 -3.00625
H -4.21671 3.39240 -3.80316
H 5.28032 3.39393 2.53137
H -0.42220 -2.04624 -4.63649
H -1.54019 2.73356 -1.34968
H 0.07086 -1.88066 5.70794
H 1.81643 1.88640 2.42186
H -0.40390 -4.08689 4.52785
H 5.75370 4.34860 4.75049
H -0.14637 -5.15989 2.31160
H 1.36094 -5.53210 1.52545
H -5.16174 -1.54396 -0.00997
H -3.42991 -1.73345 -4.85066
H -4.79656 1.74446 -4.00546
H -5.82242 0.26151 -2.36872
H 1.24463 -2.67633 1.51985
H 2.82324 0.40506 4.33311
H 0.88897 -4.08983 5.69386
H -5.16071 1.87893 -1.46222
H 1.10830 -3.74924 0.14237
H -4.37212 3.44990 -1.42056
H 4.67714 2.94770 -2.30062
H 3.26269 1.37006 6.55012
H 4.74730 3.33614 6.77405
H -0.08898 0.84819 -3.89441
H -3.24338 2.22241 -4.68466
H -1.49682 -2.58017 -3.33798
H -1.23584 2.75286 -3.08542
H -4.62835 0.13599 -0.03988
H -2.22152 -1.95374 4.17383

=====

# 3
C33H50N4OPReS | the ωB97M-V functional and the def2-TZVPD basis

Computed properties:
HOMO energy (alpha / beta): -12.92 / -12.92 eV
orbital gap (alpha / beta): 7.7 / 6.9 eV
charge: +2
multiplicity: 3
LUMO (alpha / beta): -5.243 / -6.027 eV

Cartesian coordinates (Å):
Re 1.15009 -0.03230 -0.53717
S 3.55127 -0.61430 -0.12308
P 0.56309 0.47661 1.73069
O -0.02189 2.34430 -0.76099
N -1.08828 3.01113 -0.32930
N 1.71610 -1.15658 -2.43430
N -0.64075 -0.77097 -0.48245
N 2.18073 1.51499 -1.73536
C 3.50657 1.91327 -1.21222
C -4.56795 0.94800 3.35805
C 2.45499 -0.31246 -3.40257
C 0.38355 2.89860 3.30381
C -2.19467 0.80146 2.50566
C -1.66566 -2.62525 -3.55237
C -1.24125 0.37865 1.58082
C -1.63224 -0.39036 0.48387
C -1.34703 -4.17898 -1.77936
C 2.22720 -1.53167 2.90220
C -2.03108 -5.07306 -4.03607
C 1.18549 2.12566 2.25618
C -1.68242 -3.93981 -3.10964
C -2.31157 2.46713 -0.42428
C -2.96994 -0.73601 0.33826
C 4.42896 0.72747 -1.00337
C -1.36381 -0.16072 -3.28185
C 0.61419 -0.35657 4.44799
C -1.01046 -1.83346 -1.38525
C -1.34156 -1.55982 -2.71148
C -3.41464 3.13788 0.05878
C 0.87598 -0.82806 3.01594
C -3.26428 4.38726 0.63716
C -3.90562 -0.28788 1.25854
C -1.99128 4.93492 0.71232
C 3.72499 -2.05052 -1.24469
C -0.67505 -3.47932 0.52616
C 2.66557 2.00929 2.64500
C 2.45037 -2.37429 -2.02453
C -0.91744 4.22780 0.22379
C 2.13123 1.15106 -3.17364
C -1.00904 -3.15279 -0.90777
C -3.54293 0.49498 2.35347
H 3.51965 -0.50284 -3.29622
H -2.39129 0.16129 -3.46980
H -0.85673 -0.13038 -4.24958
H 4.58183 -1.85117 -1.88664
H 3.22326 1.33460 1.99007
H 0.84306 -1.46765 -2.85992
H 0.09985 4.58741 0.23368
H 0.68846 -1.21423 5.11826
H 1.12294 2.67239 1.31250
H -2.35129 1.49200 -0.88138
H 0.09504 -1.55157 2.76148
H 5.27679 1.01481 -0.38441
H 0.33664 2.38064 4.25904
H -0.31424 -4.50385 0.61100
H 2.28345 -2.31731 3.65740
H -0.89835 0.57097 -2.62193
H -4.94636 -0.56116 1.12339
H -2.66075 -4.73408 -4.85691
H 3.33094 2.41337 -0.25996
H 2.19450 -0.58510 -4.42681
H -4.12062 4.92751 1.01613
H 2.78315 1.64583 3.66518
H 3.99327 -2.89687 -0.61540
H -1.12910 -5.50964 -4.46923
H 2.71355 -2.98147 -2.89492
H 2.80808 1.78443 -3.75172
H 3.13757 2.99189 2.59510
H 2.35468 -2.00720 1.92741
H 3.06608 -0.85348 3.06863
H -1.81897 5.91177 1.14149
H 3.97889 2.63261 -1.88613
H -0.63133 3.10444 2.96730
H -1.92367 -2.41095 -4.58487
H 1.34998 0.37569 4.77731
H -4.90566 0.10994 3.96994
H 0.08780 -2.80998 0.92858
H -3.28652 -1.34727 -0.49918
H -1.55491 -3.38684 1.16867
H 1.54022 2.30325 -1.59815
H -4.38401 2.66855 -0.03100
H -2.55545 -5.86721 -3.50642
H -1.89202 1.37933 3.36869
H -4.16306 1.70615 4.02732
H -5.44800 1.36198 2.86531
H 1.76720 -2.96098 -1.40953
H 4.82201 0.32986 -1.93595
H -1.35101 -5.19879 -1.40781
H 1.11523 1.35897 -3.51233
H -0.38242 0.06548 4.57411
H 0.87217 3.85957 3.48130

=====

Calculated energy above the lowest of the compared OMol25 structures with the same formula, charge and spin, 154.33 109.68 64.65 kJ/mol (same order as the records).